--- A ---
The following is a DFT calculation (ωB97M-V/def2-TZVPD) of 5 unconnected molecules or ions with the total composition C8H27O5.

Last column: Mulliken charge in e.
CARTESIAN COORDINATES (ANGSTROEM)
1 O -0.05215 0.18018 -0.64595  -0.02
2 H 0.41685 -0.64882 -0.91595  0.28
3 H -0.48115 0.20618 0.18205  0.22
4 H 0.41485 1.07918 -0.57595  0.45
5 C -0.07515 3.54418 -1.54595  -1.32
6 C 0.60485 3.75618 -0.24195  -0.04
7 O 1.13185 2.51618 0.22905  -0.57
8 H 0.53785 3.17618 -2.23895  0.38
9 H -0.47515 4.41118 -1.96895  0.44
10 H -1.10915 2.95918 -1.31295  0.18
11 H 0.01985 4.21818 0.55305  0.28
12 H 1.57685 4.31618 -0.38595  0.35
13 H 1.87585 2.86118 0.82805  0.33
14 C -1.63015 -2.71282 -0.73295  -0.70
15 C -0.45515 -3.22582 -1.56095  -0.47
16 O 0.38085 -2.19082 -2.02495  -0.57
17 H -2.19415 -2.10682 -1.43195  0.29
18 H -1.53915 -2.09182 0.08405  0.05
19 H -2.35915 -3.66882 -0.33695  0.29
20 H -0.87315 -3.71182 -2.48495  0.33
21 H 0.17885 -3.82282 -1.10795  0.49
22 H 1.00485 -2.69382 -2.49895  0.28
23 C -3.13815 0.46318 1.15305  -1.29
24 C -2.30215 0.00318 2.33605  -0.12
25 O -0.96615 -0.41082 1.92405  -0.54
26 H -3.04215 0.00318 0.33805  0.46
27 H -2.99815 1.71518 0.94805  0.19
28 H -4.24015 0.21618 1.36405  0.37
29 H -2.53715 -1.11582 2.38105  0.32
30 H -2.46915 0.75018 3.21805  0.28
31 H -0.71415 -0.81682 2.67005  0.27
32 C 2.36385 -1.03082 1.24305  -1.00
33 C 3.21485 -0.83182 0.09405  -0.39
34 O 2.70685 -0.07382 -0.92095  -0.41
35 H 2.98885 -1.52182 1.96405  0.41
36 H 1.46185 -1.57882 1.00305  0.14
37 H 1.95685 -0.30482 1.85405  0.35
38 H 3.51685 -1.64982 -0.31495  0.44
39 H 4.04785 -0.26982 0.53605  0.31
40 H 3.24985 0.10418 -1.65495  0.23

The calculation puts the LUMO energy at -0.083 hartree. The HOMO energy is -13.379 eV. Its net charge is +1. As for the spin multiplicity: 1.

---

--- B ---
The following is a DFT calculation (ωB97M-V/def2-TZVPD) of 5 unconnected molecules or ions with the total composition C8H27O5.

Last column: Mulliken charge in e.
CARTESIAN COORDINATES (ANGSTROEM)
1 O 0.90527 0.34648 -0.17236  -0.21
2 H 0.60463 -0.66133 -0.33377  0.36
3 H 1.42264 0.18338 0.76017  0.53
4 H 0.21493 0.98763 -0.07189  0.32
5 C -3.08359 -0.36748 -0.33288  -0.79
6 C -2.28183 -1.38473 0.53860  -0.27
7 O -1.24917 -0.64210 1.26335  -0.28
8 H -2.40413 0.05419 -1.20862  -0.02
9 H -3.46226 0.55022 0.10209  0.27
10 H -3.89189 -0.88510 -0.84766  0.40
11 H -1.86781 -2.12126 -0.14988  0.19
12 H -3.07514 -1.82237 1.24811  0.38
13 H -1.27879 -1.07795 2.04129  0.23
14 C 2.80744 -1.91140 1.39962  -1.87
15 C 3.27093 -0.67181 2.17257  -0.09
16 O 2.15882 0.22796 2.25527  -0.51
17 H 3.55658 -2.61202 1.41972  0.47
18 H 2.53431 -1.84794 0.42460  0.58
19 H 2.00435 -2.34098 1.74404  0.58
20 H 4.11227 -0.23393 1.63781  0.26
21 H 3.56956 -0.96021 3.27427  0.33
22 H 2.25947 0.82004 2.96531  0.28
23 C 0.22000 -0.08987 -3.35576  -1.04
24 C 0.11961 -1.64252 -3.21801  -0.33
25 O 0.50026 -1.92969 -1.83339  -0.44
26 H 1.20415 0.36970 -3.74133  0.31
27 H -0.35744 0.35686 -2.46114  -0.02
28 H -0.46092 0.11803 -3.94541  0.60
29 H 0.73279 -2.00778 -4.17463  0.27
30 H -0.90255 -1.97055 -3.29695  0.34
31 H 0.62752 -2.88107 -1.94306  0.25
32 C -0.47764 2.70359 1.71369  -1.25
33 C -1.34398 3.22663 0.56104  -0.16
34 O -0.88183 2.34538 -0.52156  -0.66
35 H -0.53286 1.79530 2.20566  0.38
36 H -0.88613 3.21486 2.63204  0.38
37 H 0.58420 2.94125 1.56155  0.30
38 H -0.99991 4.20706 0.47741  0.30
39 H -2.47314 3.08138 0.59109  0.29
40 H -1.49875 2.53214 -1.38104  0.31

The calculation puts the LUMO energy at -0.082 hartree. The HOMO energy is -13.923 eV. Its net charge is +1. As for the spin multiplicity: 1.

---

What should be chosen as the most stable of them? Choose B.

---

--- A ---
The following is a DFT calculation (ωB97M-V/def2-TZVPD) of C3H6OS2 in the gas phase.

Last column: Mulliken charge in e.
CARTESIAN COORDINATES (ANGSTROEM)
1 C 0.64620 -2.29856 -0.14113  -0.84
2 C -0.59041 0.19591 -0.06812  0.38
3 C -0.61627 1.79398 -0.00325  -0.60
4 H 0.41262 -2.44768 0.90926  0.31
5 H 1.67138 -2.72872 -0.32801  0.31
6 H -0.25156 -2.48806 -0.73606  0.28
7 H -1.10702 2.09322 0.78599  0.40
8 H -1.25468 2.22685 -0.83222  0.31
9 H 1.25968 2.21863 0.78294  0.33
10 O 0.72570 2.35541 -0.13476  -0.56
11 S 1.05538 -0.49426 -0.24148  0.03
12 S -1.95101 -0.42673 0.00683  -0.35

The calculation puts the LUMO energy at 0.007 hartree. The HOMO energy is -8.669 eV. As for the spin multiplicity: 1.

---

--- B ---
The following is a DFT calculation (ωB97M-V/def2-TZVPD) of 2 unconnected molecules or ions with the total composition C3H6OS2.

Last column: Mulliken charge in e.
CARTESIAN COORDINATES (ANGSTROEM)
1 C 1.89650 0.06154 0.42457  -0.55
2 C 0.92009 -0.75453 -0.24959  -0.37
3 C 0.44535 0.70433 0.08408  0.09
4 O -0.40512 1.04092 0.94598  -0.54
5 S -3.77340 0.31421 -0.19621  -0.09
6 S -2.57153 -0.71251 0.93796  -0.02
7 H 2.12886 -0.21364 1.44799  0.26
8 H 2.80272 0.53461 0.03661  0.22
9 H 0.89292 -0.72685 -1.34031  0.23
10 H 0.51743 -1.64782 0.34339  0.24
11 H 0.74735 1.30737 -0.75619  0.36
12 H -3.60116 0.09236 -1.67828  0.16

The calculation puts the LUMO energy at -0.096 hartree. The HOMO energy is -7.390 eV. As for the spin multiplicity: 1.

---

--- C ---
The following is a DFT calculation (ωB97M-V/def2-TZVPD) of C3H6OS2 in the gas phase.

Last column: Mulliken charge in e.
CARTESIAN COORDINATES (ANGSTROEM)
1 C -1.08257 -0.59563 0.70108  -0.29
2 C 0.69265 1.52729 0.01902  -0.63
3 C 0.51261 -1.00692 -0.77731  -0.48
4 H -2.24351 -0.76466 0.84771  0.29
5 H -0.65816 -0.35223 1.72300  0.27
6 H 0.47283 2.01438 1.13247  0.23
7 H 0.83063 2.39405 -0.47219  0.52
8 H 0.05655 -0.64590 -1.75334  0.39
9 H 1.33692 -1.70716 -1.24228  0.30
10 O -0.50012 -1.63473 0.00611  -0.34
11 S -1.03368 0.85388 -0.37819  -0.16
12 S 1.61583 -0.08237 0.19391  -0.10

The calculation puts the LUMO energy at 0.025 hartree. The HOMO energy is -8.599 eV. As for the spin multiplicity: 1.

---

What should be chosen as the most stable of them? Choose A.

---

--- A ---
The following is a DFT calculation (ωB97M-V/def2-TZVPD) of a gas-phase ion, C2H8N3O (charge +1).

Last column: Mulliken charge in e.
CARTESIAN COORDINATES (ANGSTROEM)
1 C 1.55715 -0.52112 1.42650  -0.57
2 C 0.42023 -0.11348 0.61809  0.58
3 N -1.21360 -0.34807 -1.12323  -0.51
4 N -0.41116 -0.99854 -0.13633  -0.24
5 N 0.22460 1.35324 -0.07335  -0.32
6 O 0.32242 -0.06185 1.97247  -0.41
7 H 1.72406 -1.58397 1.56053  0.25
8 H 2.40326 0.13169 1.58213  0.26
9 H -1.11358 -0.84521 -2.00691  0.25
10 H -2.20093 -0.29380 -0.87944  0.26
11 H -0.93891 -1.60941 0.48325  0.26
12 H -0.52273 1.01493 -0.81199  0.49
13 H 1.09596 1.64494 -0.52398  0.36
14 H -0.06474 2.03616 0.62527  0.33

The calculation puts the LUMO energy at -0.121 hartree. The HOMO energy is -14.521 eV. Its net charge is +1. As for the spin multiplicity: 1.

---

--- B ---
The following is a DFT calculation (ωB97M-V/def2-TZVPD) of a gas-phase ion, C2H8N3O (charge +1).

Last column: Mulliken charge in e.
CARTESIAN COORDINATES (ANGSTROEM)
1 C 0.21372 -1.33141 -0.31472  0.64
2 C -0.62032 1.90534 0.54331  -0.75
3 N 0.96090 -2.16619 0.40964  -0.32
4 N 0.54887 -0.01515 -0.27237  -0.15
5 N -0.52693 0.98624 -0.59008  -0.43
6 O -0.86989 -1.66596 -0.95046  -0.39
7 H -1.13631 1.28893 1.44104  0.28
8 H 0.26532 2.38735 0.87083  0.34
9 H -1.42036 2.63701 0.30537  0.30
10 H 1.69314 -1.57300 0.81823  0.22
11 H 0.97193 -3.19758 0.51490  0.26
12 H 1.49766 0.35853 0.09377  0.30
13 H -0.26530 1.27723 -1.58690  0.28
14 H -1.31242 -0.89134 -1.28256  0.43

The calculation puts the LUMO energy at -0.121 hartree. The HOMO energy is -14.806 eV. Its net charge is +1. As for the spin multiplicity: 1.

---

What should be chosen as the most stable of them? Choose B.